[1]
The following is a DFT calculation (ωB97M-V/def2-TZVPD) of the ion C4H10NO3 with charge +1 in a non-equilibrium geometry.

Computed properties:
HOMO (spin up / spin down) in eV: -7.248 / -15.495
Total charge: +1
Strongest force on any atom in eV/Å: 3.83
Spin multiplicity: 3

Last columns: bonded neighbours and bond lengths (Å).
CARTESIAN COORDINATES (ANGSTROEM)
1 C -0.0889 1.7679 0.2522  C3 1.562, O6 1.392, H9 1.036, H10 1.109
2 C 0.2163 -0.5344 -0.2168  C3 1.564, C4 1.601, N5 1.520, H11 1.035
3 C 1.0521 0.7011 0.2531  C1 1.562, C2 1.564, O7 1.358, H12 1.066
4 C -1.3005 -0.1881 0.1593  C2 1.601, O6 1.390, O8 1.379, H13 1.160
5 N 0.5933 -1.9057 0.3189  C2 1.520, H14 0.998, H15 0.983, H16 0.984
6 O -1.2959 1.1443 0.5548  C1 1.392, C4 1.390
7 O 2.1925 0.8563 -0.4679  C3 1.358, H17 1.000
8 O -2.0410 -0.4453 -0.9751  C4 1.379, H18 0.919
9 H -0.0205 2.5858 0.8852  C1 1.036
10 H -0.1167 2.0514 -0.8197  C1 1.109
11 H 0.1719 -0.4513 -1.2478  C2 1.035
12 H 1.4742 0.3420 1.1632  C3 1.066
13 H -1.8731 -0.6487 1.0573  C4 1.160
14 H 1.0924 -2.2316 -0.4816  N5 0.998
15 H -0.2050 -2.4369 0.5341  N5 0.983
16 H 1.0466 -1.9741 1.1902  N5 0.984
17 H 1.9801 1.4374 -1.2532  O7 1.000
18 H -2.8776 -0.0701 -0.9063  O8 0.919

Here are the Mulliken charges for atoms 1 to 5, given in e: atom 1 (C): -0.412, atom 2 (C): -1.006, atom 3 (C): -0.395, atom 4 (C): -0.180, atom 5 (N): -0.374

***

[2]
The following is a DFT calculation (ωB97M-V/def2-TZVPD) of a cluster of 2 separate species, C3H9OPS3 in total in a non-equilibrium geometry.

Computed properties:
HOMO in eV: -8.758
Total charge: 0
Strongest force on any atom in eV/Å: 3.39

Last columns: bonded neighbours and bond lengths (Å).
CARTESIAN COORDINATES (ANGSTROEM)
1 C 0.8320 -0.0460 -0.8762  C3 1.517, H9 1.144, H10 1.055, H11 1.084
2 C 0.3635 -0.8280 1.3124  C3 1.551, H12 1.068, H13 1.029, H14 1.197
3 C -0.0620 -1.0426 -0.1633  C1 1.517, C2 1.551, S8 1.860, H15 1.055
4 O -3.4515 2.4767 0.2754  P5 1.602, H16 0.971
5 P -1.8676 2.3855 0.0542  O4 1.602, S6 1.964, S7 2.156
6 S -0.8944 3.3179 1.4833  P5 1.964
7 S -1.6684 3.1473 -1.9531  P5 2.156, H17 1.357
8 S -1.8223 -0.6404 -0.6113  C3 1.860
9 H 0.4765 0.0244 -1.9613  C1 1.144
10 H 0.9458 0.7929 -0.2459  C1 1.055
11 H 1.8760 -0.3318 -0.8231  C1 1.084
12 H -0.2623 -1.4018 1.9609  C2 1.068
13 H 0.1832 0.1341 1.6298  C2 1.029
14 H 1.5247 -1.0678 1.4756  C2 1.197
15 H -0.1410 -2.0598 -0.4336  C3 1.055
16 H -4.0717 1.8169 -0.0757  O4 0.971
17 H -0.8446 4.1416 -1.5352  S7 1.357

Here are the Mulliken charges for atoms 1 to 5, given in e: atom 1 (C): -1.245, atom 2 (C): -1.158, atom 3 (C): 0.175, atom 4 (O): -0.443, atom 5 (P): 0.461

***

[3]
The following is a DFT calculation (ωB97M-V/def2-TZVPD) of the molecule C8H11NO2 in a non-equilibrium geometry.

Computed properties:
HOMO (spin up / spin down) in eV: -8.132 / -7.889
Total charge: 0
Strongest force on any atom in eV/Å: 4.26

Last columns: bonded neighbours and bond lengths (Å).
CARTESIAN COORDINATES (ANGSTROEM)
1 C -0.9092 1.4732 0.0857  C2 1.340, C3 1.331, H12 1.146
2 C 0.2948 0.8974 -0.0291  C1 1.340, C5 1.592, C6 1.476
3 C -2.0818 0.8467 0.0252  C1 1.331, C4 1.377
4 C -3.3106 0.3854 0.4406  C3 1.377, O11 1.176, H13 1.128
5 C 0.3785 -0.6916 -0.0934  C2 1.592, C7 1.493, C8 1.515, N9 1.472
6 C 1.5348 1.6970 0.0018  C2 1.476, H14 1.050, H15 1.067, H16 1.116
7 C 1.2649 -1.1438 1.0193  C5 1.493, H17 1.061, H18 1.085, H19 1.107
8 C 0.8203 -1.0384 -1.5007  C5 1.515, H20 1.181, H21 1.042, H22 1.078
9 N -0.9605 -1.1424 0.3184  C5 1.472, O10 1.232
10 O -1.3297 -2.2051 -0.1835  N9 1.232
11 O -4.3953 0.5077 0.0033  C4 1.176
12 H -0.8421 2.5987 0.2924  C1 1.146
13 H -3.1438 -0.5015 1.1173  C4 1.128
14 H 1.3857 2.3675 -0.7919  C6 1.050
15 H 2.4024 1.1047 -0.1863  C6 1.067
16 H 1.6273 2.0674 1.0505  C6 1.116
17 H 1.1568 -0.4894 1.8471  C7 1.061
18 H 2.3196 -0.9793 0.8276  C7 1.085
19 H 1.0956 -2.1909 1.3364  C7 1.107
20 H 0.5719 -2.1859 -1.6266  C8 1.181
21 H 1.8304 -0.8371 -1.6582  C8 1.042
22 H 0.2901 -0.5404 -2.2957  C8 1.078

Here are the Mulliken charges for atoms 1 to 5, given in e: atom 1 (C): -0.226, atom 2 (C): 0.306, atom 3 (C): -0.145, atom 4 (C): -0.213, atom 5 (C): 1.940

***

Q: Among the records above, which one has the highest total charge?
A: C4H10NO3